Entry 1:
C26H76FeO13 | ωB97M-V/def2-TZVPD

Results
* expectation value of S²: 8.7664
* energy relative to the best compared isomer or geometry (same formula, charge and spin): 0.0 kJ/mol
* net charge: +1
* spin multiplicity: 6

Last column: Mulliken spin population.
Positions of all 116 atoms, in Å:
1 Fe -0.72 1.54 -2.61  4.163
2 C -4.78 1.17 -1.75  0.012
3 C -3.53 1.63 -1.04  -0.013
4 O -2.35 1.42 -1.73  0.285
5 H -4.70 0.11 -2.04  0.000
6 H -4.90 1.71 -2.70  0.000
7 H -5.68 1.26 -1.14  0.002
8 H -3.46 1.16 -0.04  0.025
9 H -3.66 2.70 -0.80  0.016
10 C -0.43 -0.54 0.69  0.013
11 C 0.70 0.23 0.03  -0.038
12 O 0.35 0.74 -1.20  0.290
13 H -0.10 -0.70 1.72  -0.001
14 H -0.43 -1.55 0.27  -0.001
15 H -1.40 -0.05 0.71  0.005
16 H 1.57 -0.42 -0.10  0.037
17 H 1.06 1.05 0.68  0.049
18 C 1.39 -3.02 -2.19  0.000
19 C 2.29 -2.09 -2.97  -0.002
20 O 1.62 -1.60 -4.17  0.000
21 H 0.91 -3.78 -2.81  0.000
22 H 0.59 -2.48 -1.67  0.003
23 H 1.97 -3.55 -1.43  0.000
24 H 3.23 -2.58 -3.24  0.000
25 H 2.55 -1.21 -2.38  0.002
26 H 2.15 -1.84 -4.94  0.000
27 C 3.03 -4.16 2.54  0.000
28 C 3.37 -2.97 1.68  -0.001
29 O 4.46 -3.27 0.78  0.000
30 H 2.17 -3.93 3.17  0.000
31 H 3.91 -4.39 3.14  0.000
32 H 2.76 -5.00 1.91  0.000
33 H 3.70 -2.11 2.28  0.000
34 H 2.53 -2.59 1.07  0.001
35 H 4.57 -2.51 0.20  0.000
36 C -2.00 -1.85 -4.94  0.000
37 C -1.92 -1.16 -3.58  -0.010
38 O -0.72 -0.33 -3.52  0.071
39 H -2.90 -2.44 -5.06  0.000
40 H -1.18 -2.56 -5.09  0.000
41 H -1.97 -1.10 -5.73  -0.001
42 H -2.08 -1.81 -2.73  0.010
43 H -2.78 -0.49 -3.54  0.004
44 H 0.07 -0.90 -3.67  -0.006
45 C 1.69 -0.92 4.26  0.000
46 C 0.55 -1.21 5.19  0.000
47 O 0.69 -2.50 5.75  0.000
48 H 2.64 -0.98 4.79  0.000
49 H 1.63 0.06 3.78  0.001
50 H 1.72 -1.69 3.48  0.000
51 H -0.44 -1.15 4.73  0.000
52 H 0.49 -0.46 6.00  0.000
53 H 1.47 -2.58 6.31  0.000
54 C -0.77 -4.02 1.94  0.000
55 C -1.60 -4.01 3.23  0.000
56 O -0.80 -4.40 4.35  0.000
57 H -0.11 -4.90 1.95  0.000
58 H -0.03 -3.21 1.97  0.000
59 H -1.35 -4.05 1.02  0.000
60 H -2.42 -4.72 3.19  0.000
61 H -1.99 -2.98 3.33  0.000
62 H -0.43 -3.63 4.81  0.000
63 C 3.50 1.97 -3.54  0.005
64 C 2.21 2.75 -3.44  -0.004
65 O 1.07 1.85 -3.66  0.036
66 H 3.53 1.13 -2.85  -0.002
67 H 4.35 2.61 -3.32  0.000
68 H 3.64 1.58 -4.55  0.000
69 H 2.23 3.61 -4.11  0.004
70 H 2.08 3.16 -2.44  -0.001
71 H 1.18 1.44 -4.54  -0.003
72 C -1.74 5.26 -2.47  0.003
73 C -0.34 4.64 -2.47  0.002
74 O -0.36 3.43 -1.69  0.039
75 H -2.45 4.46 -2.70  -0.003
76 H -1.79 6.07 -3.20  0.000
77 H -2.01 5.61 -1.47  0.000
78 H 0.33 5.37 -1.99  0.001
79 H -0.05 4.46 -3.50  -0.004
80 H -0.47 3.73 -0.75  0.003
81 C -2.57 1.93 2.90  -0.001
82 C -3.07 0.52 2.93  0.000
83 O -4.24 0.45 3.75  0.000
84 H -3.26 2.59 2.38  0.000
85 H -1.62 1.97 2.35  0.000
86 H -2.34 2.30 3.90  0.000
87 H -2.35 -0.18 3.38  0.000
88 H -3.27 0.15 1.92  0.000
89 H -4.40 -0.48 3.91  0.000
90 C -3.74 -2.33 -0.13  0.001
91 C -4.50 -3.59 -0.44  0.000
92 O -3.66 -4.73 -0.19  0.000
93 H -4.36 -1.43 -0.19  0.000
94 H -2.88 -2.24 -0.80  -0.001
95 H -3.30 -2.38 0.87  0.000
96 H -4.78 -3.62 -1.50  0.000
97 H -5.47 -3.69 0.06  0.000
98 H -4.21 -5.40 0.23  0.000
99 C 1.93 4.68 0.99  0.000
100 C 0.65 4.19 1.61  0.002
101 O -0.45 4.62 0.78  0.001
102 H 2.09 4.23 0.00  0.000
103 H 2.85 4.42 1.53  0.000
104 H 1.94 5.75 0.80  0.000
105 H 0.56 4.56 2.63  0.000
106 H 0.61 3.11 1.68  0.001
107 H -0.61 5.56 0.93  0.000
108 C 4.15 1.77 1.32  0.000
109 C 4.13 2.18 -0.15  -0.001
110 O 5.29 1.65 -0.77  0.000
111 H 4.40 0.71 1.35  0.000
112 H 3.19 1.88 1.84  0.000
113 H 4.90 2.31 1.90  0.000
114 H 4.01 3.26 -0.25  0.000
115 H 3.26 1.69 -0.60  0.001
116 H 6.06 2.11 -0.40  0.000

---

Entry 2:
C26H76N2O12 | ωB97M-V/def2-TZVPD

Results
* energy relative to the best compared isomer or geometry (same formula, charge and spin): 821.3 kJ/mol

Last column: Löwdin charge in e.
Positions of all 116 atoms, in Å:
1 C 0.85 0.53 -4.26  -0.158
2 O -0.07 -0.34 -3.73  -0.151
3 H 1.15 1.26 -3.48  0.070
4 H 0.49 1.04 -5.22  0.118
5 H 1.68 -0.04 -4.59  0.069
6 H -0.49 -0.84 -4.43  0.067
7 C -2.44 -2.36 -3.47  -0.153
8 O -1.86 -2.15 -4.75  -0.091
9 H -3.02 -3.26 -3.29  0.099
10 H -3.26 -1.63 -3.37  0.090
11 H -1.83 -2.08 -2.62  0.044
12 H -1.37 -2.95 -4.92  0.038
13 C 3.08 0.66 -1.96  -0.151
14 O 2.48 -0.60 -1.70  -0.115
15 H 2.43 1.38 -1.69  0.022
16 H 3.39 0.76 -3.01  0.093
17 H 3.99 0.85 -1.42  0.086
18 H 1.68 -0.41 -1.18  0.036
19 C 0.97 -5.33 0.41  -0.128
20 O -0.11 -4.40 0.26  -0.131
21 H 0.84 -6.13 -0.24  0.048
22 H 0.93 -5.83 1.38  0.090
23 H 1.96 -4.92 0.32  0.061
24 H -0.85 -4.71 0.80  0.103
25 C -0.17 -0.64 -0.08  -0.614
26 O -0.42 -0.55 1.28  -0.084
27 N -0.09 -1.78 -0.73  0.157
28 N -0.12 0.30 -0.93  0.196
29 H -0.04 -2.60 -0.15  0.066
30 H 0.04 -1.93 -1.77  0.110
31 H -0.08 1.25 -0.60  0.067
32 H -0.13 0.23 -1.95  0.087
33 C -0.94 4.50 1.87  -0.021
34 C -2.35 3.83 1.79  -0.587
35 C -2.17 2.30 1.86  -0.014
36 O -3.23 4.24 2.61  0.044
37 H -0.57 4.60 2.86  0.059
38 H -1.10 5.48 1.46  0.068
39 H -0.26 3.99 1.21  0.052
40 H -2.72 4.07 0.82  0.110
41 H -2.21 1.85 2.77  0.029
42 H -1.33 2.05 1.20  0.071
43 H -3.12 2.02 1.45  0.077
44 H -3.13 5.20 2.67  0.126
45 C 2.36 -2.48 1.04  -0.051
46 C 3.18 -1.25 1.28  -0.671
47 C 3.59 -1.27 2.72  -0.012
48 O 4.19 -1.09 0.58  0.066
49 H 1.42 -2.31 1.54  0.080
50 H 2.85 -3.41 1.48  0.101
51 H 2.41 -2.75 -0.04  0.085
52 H 2.49 -0.51 1.15  0.067
53 H 3.99 -2.15 3.07  0.059
54 H 2.78 -1.05 3.32  0.045
55 H 4.23 -0.39 2.98  0.097
56 H 3.96 -1.08 -0.32  0.062
57 C 1.77 1.90 1.36  0.010
58 C 2.40 3.07 2.21  -0.593
59 C 3.50 2.55 3.23  -0.021
60 O 2.90 4.07 1.66  0.012
61 H 2.42 1.38 0.61  0.087
62 H 0.90 2.29 0.82  0.030
63 H 1.42 1.19 2.10  0.061
64 H 1.62 3.38 2.85  0.073
65 H 3.05 1.93 3.96  0.038
66 H 4.12 3.34 3.75  0.095
67 H 4.21 1.99 2.67  0.057
68 H 3.12 4.72 2.37  0.151
69 C -1.92 2.88 -2.02  -0.002
70 C -0.48 3.49 -2.13  -0.649
71 C -0.53 5.01 -1.90  -0.021
72 O 0.29 2.97 -1.36  -0.028
73 H -2.34 2.98 -0.98  0.085
74 H -1.95 1.77 -2.37  0.093
75 H -2.62 3.33 -2.67  0.055
76 H -0.14 3.45 -3.17  0.132
77 H -1.36 5.38 -2.48  0.075
78 H 0.35 5.53 -2.32  0.098
79 H -0.74 5.35 -0.95  0.039
80 H 0.98 3.62 -1.03  0.168
81 C 1.29 -3.62 -3.28  0.008
82 C 0.34 -4.72 -3.85  -0.602
83 C -0.69 -5.06 -2.84  -0.033
84 O -0.18 -4.48 -4.97  0.017
85 H 2.25 -3.63 -3.68  0.065
86 H 1.43 -3.89 -2.21  0.079
87 H 0.86 -2.64 -3.15  0.042
88 H 0.92 -5.66 -3.95  0.151
89 H -1.13 -4.15 -2.51  0.049
90 H -0.35 -5.62 -2.01  0.054
91 H -1.42 -5.64 -3.37  0.094
92 H 0.19 -5.08 -5.65  0.149
93 C -4.84 -2.11 0.61  -0.014
94 C -3.73 -1.81 -0.43  -0.620
95 C -3.45 -0.33 -0.60  -0.027
96 O -2.67 -2.46 -0.20  0.029
97 H -5.73 -1.61 0.29  0.067
98 H -4.40 -1.73 1.51  0.071
99 H -5.01 -3.18 0.79  0.083
100 H -4.16 -2.10 -1.36  0.103
101 H -4.33 0.26 -0.78  0.087
102 H -2.88 -0.20 -1.46  0.033
103 H -2.92 0.16 0.23  0.070
104 H -1.96 -1.98 -0.57  0.013
105 C 0.39 0.22 4.82  -0.044
106 C -0.46 1.34 5.40  -0.659
107 C -0.13 2.63 4.69  -0.044
108 O -1.69 1.16 5.37  0.034
109 H 0.27 -0.83 5.14  0.087
110 H 1.46 0.45 5.14  0.096
111 H 0.25 0.21 3.76  0.045
112 H -0.24 1.34 6.52  0.165
113 H -0.74 3.44 5.11  0.096
114 H -0.35 2.58 3.64  0.042
115 H 0.93 2.89 4.87  0.088
116 H -1.96 1.04 4.46  0.100

---

Entry 3:
C26H76O22 | ωB97M-V/def2-TZVPD

Results
* energy relative to the best compared isomer or geometry (same formula, charge and spin): 0.0 kJ/mol

Last column: Löwdin charge in e.
Positions of all 124 atoms, in Å:
1 C -2.49 -3.36 4.57  -0.053
2 C -3.02 -2.43 3.48  -0.450
3 C -3.03 -3.19 2.16  -0.059
4 O -4.36 -1.98 3.81  -0.068
5 H -2.39 -2.79 5.50  0.075
6 H -1.48 -3.68 4.32  0.077
7 H -3.19 -4.16 4.78  0.087
8 H -2.41 -1.54 3.36  0.115
9 H -3.36 -2.49 1.38  0.071
10 H -3.61 -4.11 2.08  0.087
11 H -2.01 -3.50 1.91  0.065
12 H -4.90 -2.78 3.83  0.099
13 C -5.56 0.56 1.43  -0.048
14 C -4.57 1.30 2.34  -0.501
15 C -4.65 2.80 2.18  -0.064
16 O -4.78 0.96 3.71  -0.047
17 H -6.53 1.06 1.41  0.079
18 H -5.74 -0.46 1.78  0.066
19 H -5.14 0.46 0.42  0.071
20 H -3.54 1.04 2.03  0.116
21 H -5.65 3.18 2.38  0.083
22 H -4.30 3.19 1.22  0.062
23 H -3.99 3.23 2.95  0.080
24 H -4.75 -0.01 3.76  0.049
25 C -1.74 3.84 -0.92  -0.223
26 C -1.10 4.42 0.34  -0.200
27 O 0.12 3.74 0.69  -0.080
28 O -0.79 3.52 -1.93  -0.069
29 H -2.45 4.54 -1.34  0.127
30 H -2.23 2.91 -0.65  0.111
31 H -1.81 4.29 1.16  0.117
32 H -0.82 5.46 0.16  0.122
33 H 0.25 3.94 1.63  0.100
34 H -0.51 4.30 -2.41  0.090
35 C 4.29 -3.83 -1.74  -0.208
36 C 4.20 -3.95 -3.28  -0.229
37 O 4.09 -2.72 -4.00  -0.092
38 O 3.03 -3.59 -1.10  -0.106
39 H 5.05 -3.11 -1.43  0.122
40 H 4.59 -4.82 -1.37  0.121
41 H 3.31 -4.56 -3.46  0.121
42 H 5.08 -4.50 -3.61  0.113
43 H 3.19 -2.29 -3.93  0.052
44 H 2.83 -2.64 -1.20  0.083
45 C -0.87 -3.95 -1.30  -0.227
46 C -1.47 -3.60 -2.64  -0.189
47 O -1.05 -2.27 -3.02  -0.124
48 O 0.48 -4.38 -1.44  -0.061
49 H -1.45 -4.75 -0.84  0.125
50 H -0.85 -3.04 -0.68  0.102
51 H -2.56 -3.53 -2.60  0.122
52 H -1.20 -4.31 -3.42  0.126
53 H -1.77 -1.86 -3.55  0.051
54 H 1.05 -3.59 -1.51  0.049
55 C -0.19 -0.13 -0.87  -0.198
56 C -0.89 -0.37 0.45  -0.215
57 O -0.06 -0.84 1.49  -0.069
58 O 0.71 0.98 -0.78  -0.082
59 H -0.97 0.03 -1.63  0.112
60 H 0.39 -1.00 -1.16  0.109
61 H -1.65 -1.14 0.29  0.108
62 H -1.47 0.50 0.78  0.116
63 H 0.41 -0.10 1.89  0.090
64 H 0.22 1.81 -0.84  0.060
65 C 2.82 0.55 -3.45  -0.254
66 C 1.57 -0.08 -4.02  -0.218
67 O 1.55 -1.48 -3.81  -0.101
68 O 3.04 0.37 -2.07  -0.074
69 H 2.71 1.63 -3.64  0.119
70 H 3.70 0.26 -4.03  0.122
71 H 1.55 0.10 -5.10  0.123
72 H 0.69 0.39 -3.57  0.103
73 H 0.63 -1.78 -3.57  0.067
74 H 2.30 0.80 -1.58  0.055
75 C 4.59 2.22 1.27  -0.241
76 C 3.14 2.01 1.70  -0.220
77 O 3.05 1.09 2.80  -0.096
78 O 5.13 1.07 0.67  -0.049
79 H 5.13 2.60 2.13  0.123
80 H 4.53 3.02 0.51  0.112
81 H 2.56 1.59 0.87  0.103
82 H 2.65 2.94 1.97  0.116
83 H 3.03 0.18 2.43  0.059
84 H 4.76 0.99 -0.22  0.074
85 C 2.85 -2.69 2.62  -0.217
86 C 1.85 -3.77 2.23  -0.225
87 O 0.52 -3.38 2.50  -0.090
88 O 2.69 -1.49 1.89  -0.081
89 H 3.84 -3.14 2.53  0.127
90 H 2.69 -2.46 3.68  0.121
91 H 2.03 -4.68 2.82  0.124
92 H 1.99 -4.06 1.18  0.103
93 H 0.36 -2.51 2.07  0.040
94 H 2.82 -1.72 0.94  0.109
95 C -2.70 1.36 -4.82  -0.225
96 C -3.41 0.22 -4.11  -0.205
97 O -2.97 -1.08 -4.55  -0.075
98 O -3.01 1.42 -6.22  -0.055
99 H -1.62 1.18 -4.73  0.114
100 H -2.96 2.33 -4.40  0.121
101 H -4.48 0.30 -4.29  0.130
102 H -3.19 0.25 -3.05  0.116
103 H -3.32 -1.26 -5.43  0.103
104 H -3.30 0.58 -6.56  0.069
105 C 0.74 -0.20 4.73  -0.265
106 C -0.61 -0.60 5.27  -0.223
107 O -0.83 -0.04 6.58  -0.066
108 O 0.75 1.15 4.37  -0.069
109 H 0.92 -0.84 3.84  0.088
110 H 1.49 -0.52 5.47  0.132
111 H -0.77 -1.67 5.38  0.094
112 H -1.41 -0.23 4.61  0.113
113 H -1.04 0.89 6.43  0.080
114 H 1.60 1.33 3.92  0.054
115 C 3.61 5.97 -2.26  -0.264
116 C 2.26 5.40 -1.90  -0.262
117 O 2.46 4.29 -1.05  -0.078
118 O 3.53 6.86 -3.34  -0.049
119 H 4.24 5.09 -2.48  0.127
120 H 4.05 6.40 -1.35  0.126
121 H 1.74 5.10 -2.83  0.118
122 H 1.59 6.11 -1.40  0.122
123 H 1.58 3.95 -0.83  0.038
124 H 4.39 6.94 -3.77  0.086

---

Entry 4:
C26H77N7O11 | ωB97M-V/def2-TZVPD

Results
* energy relative to the best compared isomer or geometry (same formula, charge and spin): 303.9 kJ/mol

Last column: Löwdin charge in e.
Positions of all 121 atoms, in Å:
1 C 14.76 2.10 10.52  -0.028
2 C 15.38 0.74 10.06  -0.430
3 C 15.31 -0.32 11.09  -0.163
4 O 16.21 0.08 12.19  -0.231
5 C 16.03 -0.45 13.49  -0.109
6 N 14.75 0.26 8.82  0.026
7 H 15.44 2.59 11.21  0.056
8 H 13.84 1.91 11.08  0.076
9 H 14.54 2.76 9.68  0.066
10 H 16.41 0.95 9.77  0.119
11 H 15.73 -1.27 10.76  0.124
12 H 14.33 -0.46 11.54  0.127
13 H 15.06 -0.13 13.88  0.081
14 H 16.71 -0.03 14.24  0.074
15 H 16.10 -1.53 13.49  0.085
16 H 14.83 0.84 8.00  0.072
17 H 15.17 -0.60 8.48  0.062
18 C 20.45 0.09 11.56  -0.069
19 C 20.38 1.63 11.52  -0.444
20 C 19.82 2.11 10.16  -0.140
21 O 19.68 3.58 10.18  -0.211
22 C 20.90 4.28 9.95  -0.121
23 N 19.51 1.91 12.66  0.059
24 H 20.83 -0.33 12.49  0.077
25 H 21.22 -0.15 10.82  0.075
26 H 19.47 -0.37 11.43  0.076
27 H 21.40 2.04 11.55  0.126
28 H 18.85 1.62 10.05  0.113
29 H 20.54 1.77 9.42  0.119
30 H 20.63 5.31 9.72  0.091
31 H 21.49 3.91 9.11  0.087
32 H 21.49 4.20 10.86  0.070
33 H 18.71 1.36 12.38  0.052
34 H 19.30 2.89 12.52  0.032
35 C 13.22 6.70 17.59  -0.041
36 C 13.50 6.00 18.95  -0.433
37 C 14.39 6.72 19.98  -0.162
38 O 15.61 7.03 19.31  -0.227
39 C 16.37 7.73 20.34  -0.078
40 N 12.22 5.90 19.51  0.008
41 H 14.06 6.63 16.91  0.066
42 H 12.86 7.72 17.65  0.088
43 H 12.38 6.19 17.10  0.061
44 H 13.73 4.95 18.77  0.137
45 H 14.57 5.96 20.74  0.136
46 H 13.92 7.68 20.20  0.137
47 H 17.43 7.57 20.16  0.082
48 H 16.19 7.63 21.41  0.094
49 H 16.18 8.79 20.20  0.088
50 H 11.54 6.45 19.00  0.072
51 H 11.84 4.99 19.30  0.081
52 C 19.97 10.81 14.72  -0.100
53 C 18.72 10.53 13.90  -0.316
54 O 18.99 10.64 12.51  -0.081
55 H 20.93 10.64 14.23  0.073
56 H 19.83 10.20 15.61  0.062
57 H 20.13 11.86 14.98  0.066
58 H 17.88 11.11 14.27  0.110
59 H 18.75 9.46 14.10  0.088
60 H 19.40 9.81 12.27  0.028
61 C 16.95 5.09 12.67  -0.062
62 C 16.45 6.36 13.34  -0.319
63 O 15.46 6.05 14.23  -0.080
64 H 17.53 5.36 11.79  0.067
65 H 16.13 4.47 12.30  0.065
66 H 17.44 4.37 13.32  0.074
67 H 16.01 6.94 12.52  0.094
68 H 17.21 7.00 13.79  0.118
69 H 15.93 5.80 15.04  0.090
70 C 14.81 9.40 14.41  -0.045
71 C 15.62 9.34 15.74  -0.263
72 O 14.67 9.60 16.78  -0.106
73 H 15.26 8.62 13.79  0.039
74 H 14.77 10.40 13.96  0.078
75 H 13.82 9.00 14.60  0.065
76 H 16.51 9.97 15.75  0.089
77 H 15.88 8.29 15.93  0.082
78 H 14.86 9.21 17.63  0.054
79 C 19.45 5.88 16.49  -0.082
80 C 18.56 6.67 17.38  -0.294
81 O 17.18 6.21 17.25  -0.094
82 H 19.31 4.82 16.65  0.068
83 H 20.45 6.28 16.63  0.082
84 H 19.31 6.08 15.43  0.052
85 H 18.66 7.75 17.36  0.107
86 H 18.96 6.53 18.39  0.103
87 H 16.67 6.42 18.04  0.024
88 C 10.65 5.71 13.11  -0.068
89 C 11.95 6.02 13.90  -0.297
90 O 13.12 5.44 13.38  -0.112
91 H 10.42 4.66 13.28  0.068
92 H 10.57 5.84 12.03  0.065
93 H 9.87 6.28 13.62  0.070
94 H 11.79 5.87 14.97  0.090
95 H 12.21 7.07 13.80  0.102
96 H 13.93 5.66 13.84  0.021
97 C 17.86 2.17 16.93  -0.088
98 C 16.49 2.66 16.81  -0.393
99 O 15.76 2.12 17.86  -0.053
100 H 18.51 2.68 16.22  0.066
101 H 17.82 1.10 16.73  0.082
102 H 18.18 2.48 17.92  0.090
103 H 15.98 2.44 15.87  0.111
104 H 16.56 3.75 16.81  0.087
105 H 14.85 2.40 17.90  0.083
106 C 13.76 5.61 9.78  -0.771
107 O 13.81 5.56 8.54  -0.013
108 N 12.90 4.91 10.48  0.175
109 N 14.51 6.38 10.50  0.179
110 H 12.98 4.93 11.48  0.065
111 H 12.32 4.23 10.01  0.124
112 H 15.18 6.97 10.03  0.128
113 H 14.16 6.67 11.41  0.096
114 C 20.49 6.98 12.47  -0.746
115 O 20.01 7.90 11.79  0.018
116 N 20.00 5.81 12.51  0.185
117 N 21.65 7.07 13.12  0.168
118 H 20.36 5.13 13.17  0.122
119 H 19.16 5.64 11.97  0.076
120 H 21.88 6.35 13.79  0.104
121 H 22.21 7.86 12.82  0.120

---

Number 1: F_max 0.09895 Eh/bohr. Number 2: F_max 0.26535 Eh/bohr. Number 3: F_max 0.03913 Eh/bohr. Number 4: F_max 0.09950 Eh/bohr.